1.
Density functional theory data (ωB97M-V/def2-TZVPD) for a structure of composition C4H7NO at a distorted geometry.

Computed properties:
Net charge: 0
DFT total energy (eV): -7796.0861
Energy above the lowest of the compared OMol25 structures with the same formula, charge and spin (kcal/mol): 82.1
Gap between HOMO and LUMO (eV): 10.787

```
13
Properties=species:S:1:pos:R:3:forces:R:3
C 0.345 1.152 -1.065 -0.385 -0.497 0.794
C -0.102 -0.053 0.443 0.034 0.439 -0.925
C -1.233 -1.075 0.268 0.048 0.273 -0.345
O -0.251 0.443 1.737 0.159 0.530 -0.410
C 1.246 -0.587 0.197 0.933 -0.093 -0.539
N 2.292 -0.662 -0.298 -0.543 -0.677 0.996
H -0.015 1.985 -1.724 -1.268 -0.592 1.312
H 1.207 1.559 -0.550 0.284 -0.222 -0.376
H 0.543 0.327 -1.741 0.454 0.182 0.043
H -1.252 -1.840 1.065 0.391 0.513 -0.198
H -1.144 -1.596 -0.684 -0.073 0.133 -0.052
H -2.187 -0.548 0.319 0.078 -0.006 -0.134
H 0.552 0.893 2.033 -0.112 0.017 -0.167
```
Positions in Å, forces in eV/Å.

Here are the Mulliken charges for atoms 1 to 6, given in e:
1. C -0.81
2. C 0.78
3. C -1.28
4. O -0.53
5. C 0.08
6. N -0.48

=====

2.
Density functional theory data (ωB97M-V/def2-TZVPD) for a cluster of 2 separate species, C4H7NO in total.

Computed properties:
Net charge: 0
DFT total energy (eV): -7793.2214
Energy above the lowest of the compared OMol25 structures with the same formula, charge and spin (kcal/mol): 148.1
Gap between HOMO and LUMO (spin up / spin down) (eV): 8.275 / 8.224

```
13
Properties=species:S:1:pos:R:3:forces:R:3
C 1.933 0.267 -0.479 0.153 0.083 0.064
N 0.559 -0.029 -0.831 -0.243 -0.160 0.299
C -1.619 1.152 0.867 0.221 0.216 0.077
C -0.167 -0.649 0.013 0.129 0.116 -0.049
C -1.495 -1.182 -0.439 -0.173 -0.282 0.124
O -2.051 -2.085 0.138 0.234 0.348 -0.243
H 2.271 1.153 -1.023 -0.084 -0.103 0.130
H 2.555 -0.573 -0.815 -0.110 0.143 0.012
H 2.097 0.404 0.599 -0.070 -0.044 -0.131
H -1.193 1.134 1.896 0.003 -0.076 -0.226
H -1.209 2.092 0.442 -0.020 -0.193 -0.048
H 0.173 -0.945 1.018 -0.013 0.003 -0.145
H -1.855 -0.739 -1.386 -0.029 -0.050 0.136
```
Positions in Å, forces in eV/Å.

Here are the Mulliken charges for atoms 1 to 6, given in e:
1. C -0.74
2. N -0.40
3. C -0.39
4. C -0.23
5. C 0.10
6. O -0.47

=====

3.
Density functional theory data (ωB97M-V/def2-TZVPD) for a structure of composition C4H7NO.

Computed properties:
Net charge: 0
DFT total energy (eV): -7796.0981
Energy above the lowest of the compared OMol25 structures with the same formula, charge and spin (kcal/mol): 81.8
Gap between HOMO and LUMO (eV): 10.390

```
13
Properties=species:S:1:pos:R:3:forces:R:3
O 1.267 -0.462 1.469 0.150 -0.267 -0.111
C 0.397 -0.140 0.442 -0.089 0.102 -0.005
C -0.596 -0.987 -0.390 -0.156 -0.371 -0.193
N -0.889 0.435 -0.838 -0.145 -0.066 -0.127
C -0.799 0.790 0.629 -0.218 0.260 0.266
C 0.626 0.613 -0.873 0.281 0.212 -0.228
H 1.906 -1.120 1.167 -0.086 0.098 0.000
H -0.301 -1.559 -1.275 0.410 -0.229 0.430
H -1.368 -1.505 0.189 -0.140 0.266 -0.261
H -0.629 1.854 0.814 0.108 -0.158 0.024
H -1.657 0.407 1.189 0.163 0.107 0.061
H 1.126 0.067 -1.682 -0.176 0.134 0.095
H 0.950 1.656 -0.832 -0.100 -0.087 0.047
```
Positions in Å, forces in eV/Å.

Here are the Mulliken charges for atoms 1 to 6, given in e:
1. O -0.56
2. C 0.32
3. C -0.38
4. N -0.47
5. C -0.40
6. C -0.34

=====

4.
Density functional theory data (ωB97M-V/def2-TZVPD) for an isolated molecule of C4H7NO at a distorted geometry.

Computed properties:
Net charge: 0
DFT total energy (eV): -7797.2396
SMILES string: O=CNC1CC1
Energy above the lowest of the compared OMol25 structures with the same formula, charge and spin (kcal/mol): 55.5
Gap between HOMO and LUMO (eV): 10.570

```
13
Properties=species:S:1:pos:R:3:forces:R:3
O -1.902 2.398 0.138 -0.238 -0.247 0.277
C -1.620 1.218 0.153 0.284 0.176 -0.161
N -0.557 0.680 0.811 0.903 0.556 -1.043
C 0.030 -0.649 0.393 -0.712 2.101 0.652
C 1.509 -0.687 0.076 -0.136 0.202 0.361
C 0.512 -0.739 -1.047 -0.375 0.118 0.147
H -2.222 0.453 -0.382 0.212 0.169 -0.054
H -0.086 1.261 1.493 0.170 0.073 -0.346
H -0.641 -1.081 1.103 0.587 -3.187 -0.483
H 2.022 0.251 0.264 0.019 -0.084 -0.154
H 2.141 -1.562 0.241 -0.564 0.159 0.190
H 0.468 -1.626 -1.684 -0.209 0.114 0.586
H 0.347 0.185 -1.596 0.059 -0.152 0.028
```
Positions in Å, forces in eV/Å.

Here are the Mulliken charges for atoms 1 to 6, given in e:
1. O -0.57
2. C 0.04
3. N -0.21
4. C -0.13
5. C -0.55
6. C -0.59

=====

5.
Density functional theory data (ωB97M-V/def2-TZVPD) for an isolated molecule of C4H7NO.

Computed properties:
Net charge: 0
DFT total energy (eV): -7796.6197
SMILES string: ON=C1CCC1
Energy above the lowest of the compared OMol25 structures with the same formula, charge and spin (kcal/mol): 69.8
Gap between HOMO and LUMO (eV): 10.538

```
13
Properties=species:S:1:pos:R:3:forces:R:3
O -2.291 -0.032 -1.402 -0.265 0.207 -0.217
N -1.873 -0.094 -0.077 0.578 -0.152 0.347
C -0.619 0.033 0.045 -0.354 -0.149 0.013
C 0.595 0.224 -0.852 -0.019 -0.047 -0.151
C 1.469 0.162 0.435 0.225 0.058 0.030
C 0.228 -0.244 1.266 -0.115 -0.330 0.154
H -3.243 -0.182 -1.317 0.253 0.096 -0.119
H 0.726 -0.619 -1.540 0.013 0.119 0.098
H 0.660 1.152 -1.432 -0.172 -0.199 0.164
H 2.281 -0.569 0.449 -0.099 0.162 -0.114
H 1.870 1.142 0.705 -0.071 -0.136 -0.014
H 0.212 -1.330 1.440 0.025 0.219 0.060
H 0.021 0.242 2.222 0.000 0.152 -0.251
```
Positions in Å, forces in eV/Å.

Here are the Mulliken charges for atoms 1 to 6, given in e:
1. O -0.37
2. N -0.57
3. C 0.35
4. C -0.42
5. C -0.47
6. C -0.44

=====

6.
Density functional theory data (ωB97M-V/def2-TZVPD) for an isolated molecule of C4H7NO at a distorted geometry.

Computed properties:
Net charge: 0
DFT total energy (eV): -7795.9696
SMILES string: C/C([O-])=C1\C[NH2+]1
Energy above the lowest of the compared OMol25 structures with the same formula, charge and spin (kcal/mol): 84.7
Gap between HOMO and LUMO (eV): 9.053

```
13
Properties=species:S:1:pos:R:3:forces:R:3
C -0.444 -1.051 1.648 0.260 -0.582 1.247
C 0.347 -0.689 0.408 -0.256 -0.015 0.179
O 1.564 -0.910 0.329 -0.760 0.120 0.096
C -0.432 -0.133 -0.677 0.496 0.268 0.558
C -0.427 1.327 -0.841 -0.119 0.155 -0.081
N 0.580 0.589 -1.624 -0.537 -1.357 -1.027
H -1.110 -1.920 1.580 0.157 0.162 -0.649
H -1.067 -0.274 2.109 0.185 0.254 -0.612
H 0.274 -1.339 2.417 0.139 0.076 0.005
H 0.285 0.107 -2.485 0.859 1.101 0.323
H 0.078 1.994 -0.136 -0.207 -0.143 -0.065
H -1.189 1.811 -1.451 0.123 0.012 0.193
H 1.541 0.488 -1.276 -0.340 -0.050 -0.167
```
Positions in Å, forces in eV/Å.

Here are the Mulliken charges for atoms 1 to 6, given in e:
1. C -1.08
2. C 0.84
3. O -0.68
4. C -0.63
5. C -0.19
6. N -0.28

=====

7.
Density functional theory data (ωB97M-V/def2-TZVPD) for a structure of composition C4H7NO.

Computed properties:
Net charge: 0
DFT total energy (eV): -7794.7204
Energy above the lowest of the compared OMol25 structures with the same formula, charge and spin (kcal/mol): 113.5
Gap between HOMO and LUMO (eV): 9.356

```
13
Properties=species:S:1:pos:R:3:forces:R:3
O 3.068 -1.416 -0.171 -0.286 0.184 -0.084
C 2.116 -0.723 -0.464 0.104 -0.088 0.083
N 0.843 -0.877 0.010 0.233 -0.112 -0.190
C -0.042 0.171 -0.358 -0.010 0.191 -0.238
C -1.028 0.533 0.942 -0.198 0.156 0.281
C -1.488 0.006 -0.430 -0.052 -0.075 -0.132
H 2.244 0.118 -1.198 -0.019 -0.102 0.097
H 0.243 -0.003 0.979 -0.026 0.056 0.184
H 0.370 1.101 -0.770 -0.050 -0.161 0.057
H -1.240 -0.187 1.734 0.096 0.078 -0.107
H -1.171 1.579 1.187 0.030 -0.175 -0.058
H -2.049 0.710 -1.038 0.104 -0.099 0.094
H -1.865 -1.012 -0.423 0.074 0.146 0.013
```
Positions in Å, forces in eV/Å.

Here are the Mulliken charges for atoms 1 to 6, given in e:
1. O -0.53
2. C 0.15
3. N -0.67
4. C 0.21
5. C -0.72
6. C -0.52

=====

8.
Density functional theory data (ωB97M-V/def2-TZVPD) for an isolated molecule of C4H7NO at a distorted geometry.

Computed properties:
Net charge: 0
DFT total energy (eV): -7795.4382
SMILES string: ON=C1CCC1
Energy above the lowest of the compared OMol25 structures with the same formula, charge and spin (kcal/mol): 97.0
Gap between HOMO and LUMO (eV): 10.020

```
13
Properties=species:S:1:pos:R:3:forces:R:3
O -0.593 2.556 -0.382 -0.250 0.579 0.631
N -1.213 1.317 -0.583 0.498 -0.459 -0.138
C -0.507 0.376 -0.115 -0.606 0.442 0.658
C 0.665 0.084 0.818 0.066 0.355 0.337
C 0.647 -1.409 0.371 0.056 0.088 -0.015
C -0.400 -0.996 -0.675 0.111 0.328 -0.516
H -1.267 3.170 -0.691 0.103 0.054 0.070
H 1.607 0.626 0.732 -0.186 0.130 -0.039
H 0.237 0.209 1.811 0.392 0.023 0.274
H 1.557 -1.835 -0.064 -0.092 0.291 0.173
H 0.320 -2.090 1.167 -0.165 0.274 -0.298
H 0.193 -0.368 -1.430 -0.440 -2.593 -0.734
H -1.246 -1.640 -0.960 0.513 0.487 -0.403
```
Positions in Å, forces in eV/Å.

Here are the Mulliken charges for atoms 1 to 6, given in e:
1. O -0.39
2. N -0.61
3. C 0.31
4. C -0.39
5. C -0.47
6. C -0.38

=====

9.
Density functional theory data (ωB97M-V/def2-TZVPD) for an isolated molecule of C4H7NO at a distorted geometry.

Computed properties:
Net charge: 0
DFT total energy (eV): -7796.0977
SMILES string: O=CC[C@H]1CN1
Energy above the lowest of the compared OMol25 structures with the same formula, charge and spin (kcal/mol): 81.8
Gap between HOMO and LUMO (eV): 10.544

```
13
Properties=species:S:1:pos:R:3:forces:R:3
O 1.190 2.006 0.552 -0.083 -0.450 -0.134
C 1.653 0.995 0.089 -0.035 -0.101 0.040
C 0.941 -0.337 -0.083 0.270 -0.461 0.000
C -0.452 -0.389 0.405 0.614 -0.136 0.205
C -1.544 0.122 -0.527 1.208 0.077 -0.092
N -1.456 -1.261 -0.083 -0.340 -0.186 0.121
H 2.711 0.970 -0.256 -0.134 0.047 0.024
H 1.523 -1.094 0.437 0.591 -0.162 -0.105
H 0.929 -0.574 -1.152 0.308 -0.138 0.029
H -0.609 -0.086 1.449 0.299 0.160 -0.371
H -1.279 0.206 -1.576 0.021 0.355 0.268
H -1.503 0.988 0.109 -2.578 0.927 -0.046
H -2.105 -1.547 0.635 -0.140 0.070 0.061
```
Positions in Å, forces in eV/Å.

Here are the Mulliken charges for atoms 1 to 6, given in e:
1. O -0.47
2. C 0.06
3. C -0.75
4. C 0.23
5. C -0.83
6. N -0.57